# 1
{"formula": "C32H41MnN5S", "method": "ωB97M-V with the def2-TZVPD basis set", "species": ["Mn", "N", "N", "C", "C", "C", "C", "H", "H", "H", "C", "C", "H", "H", "H", "C", "C", "H", "H", "H", "C", "H", "H", "H", "C", "H", "H", "H", "C", "H", "C", "H", "C", "H", "C", "H", "C", "C", "H", "C", "C", "H", "C", "H", "N", "C", "C", "C", "H", "C", "C", "H", "H", "H", "C", "H", "C", "C", "H", "H", "H", "C", "H", "H", "H", "S", "C", "N", "C", "C", "C", "N", "H", "H", "H", "H", "H", "H", "H", "H"], "xyz": [[-0.249, 0.071, 0.469], [2.563, -1.027, 3.548], [-2.951, 1.771, 2.327], [-0.340, -0.373, -1.791], [-0.439, -1.522, -0.932], [0.837, -1.641, -0.243], [1.307, -2.798, 0.644], [0.452, -3.427, 0.898], [1.740, -2.406, 1.634], [2.087, -3.371, 0.149], [1.708, -0.607, -0.748], [3.164, -0.560, -0.474], [3.705, -1.084, -1.278], [3.453, -1.064, 0.461], [3.565, 0.460, -0.444], [0.983, 0.184, -1.652], [1.609, 1.210, -2.525], [2.292, 1.876, -1.972], [0.868, 1.840, -3.032], [2.213, 0.725, -3.313], [-1.562, -2.498, -0.858], [-1.416, -3.336, -1.562], [-2.523, -2.021, -1.098], [-1.655, -2.924, 0.154], [-1.248, -0.049, -2.932], [-1.233, 1.026, -3.178], [-2.294, -0.293, -2.696], [-0.984, -0.599, -3.858], [3.135, -0.516, 4.625], [4.021, -1.046, 4.983], [2.657, 0.647, 5.267], [3.211, 1.032, 6.131], [1.510, 1.260, 4.741], [1.099, 2.140, 5.273], [0.909, 0.722, 3.582], [-0.083, 1.093, 3.270], [1.495, -0.458, 2.980], [1.042, -1.190, 1.793], [-0.060, -1.358, 2.098], [-2.243, 1.287, 1.172], [-3.697, 0.583, 2.477], [-3.865, -0.180, 3.271], [-4.276, 0.417, 1.242], [-5.314, 0.262, 1.017], [-3.305, 0.865, 0.306], [-3.644, 1.173, -1.041], [-4.697, 0.423, -1.639], [-5.280, 0.844, -2.839], [-6.118, 0.260, -3.267], [-4.825, 1.976, -3.525], [-5.441, 2.348, -4.826], [-4.704, 2.784, -5.506], [-6.251, 3.078, -4.702], [-5.876, 1.462, -5.301], [-3.807, 2.734, -2.927], [-3.475, 3.651, -3.442], [-3.228, 2.371, -1.699], [-2.226, 3.281, -1.059], [-2.379, 3.339, 0.026], [-2.305, 4.298, -1.473], [-1.190, 2.938, -1.223], [-5.233, -0.816, -0.996], [-5.871, -0.619, -0.126], [-4.431, -1.497, -0.691], [-5.909, -1.334, -1.682], [0.515, 2.083, 0.934], [2.152, 2.531, 1.302], [3.087, 1.661, 1.701], [4.344, 2.063, 2.317], [4.172, 3.415, 2.966], [3.612, 4.405, 1.964], [2.456, 3.830, 1.281], [2.803, 0.689, 1.751], [5.096, 2.096, 1.520], [4.632, 1.296, 3.041], [5.142, 3.753, 3.338], [3.500, 3.336, 3.830], [4.369, 4.663, 1.215], [3.297, 5.324, 2.462], [1.790, 4.434, 0.814]], "total_energy_ev": -83444.242, "multiplicity": 5, "e_homo_ev": [-2.57, -2.17], "gap_ha": [0.1843, 0.1701], "charge": -1}

# 2
{"formula": "C32H41N4O4", "method": "ωB97M-V with the def2-TZVPD basis set", "species": ["C", "C", "C", "C", "N", "C", "C", "O", "C", "C", "C", "C", "H", "H", "H", "H", "H", "H", "H", "H", "H", "H", "H", "H", "H", "H", "H", "H", "H", "C", "N", "C", "O", "C", "C", "C", "C", "C", "C", "C", "C", "N", "C", "C", "C", "C", "C", "C", "N", "O", "O", "C", "C", "C", "C", "C", "C", "H", "H", "H", "H", "H", "H", "H", "H", "H", "H", "H", "H", "H", "H", "H", "H", "H", "H", "H", "H", "H", "H", "H", "H"], "xyz": [[-3.464, -4.230, -0.451], [-3.130, -5.635, 0.026], [-1.629, -5.951, -0.080], [-0.677, -4.770, 0.014], [0.654, -5.095, -0.123], [1.020, -6.494, -0.242], [2.524, -6.725, -0.328], [3.150, -5.752, -1.168], [3.068, -4.463, -0.567], [1.620, -4.029, -0.300], [-1.125, -3.482, 0.228], [-2.579, -3.155, 0.215], [-3.308, -4.177, -1.537], [-4.529, -4.042, -0.266], [-3.448, -5.761, 1.067], [-3.709, -6.360, -0.559], [-1.404, -6.674, 0.719], [-1.488, -6.480, -1.040], [0.653, -7.065, 0.628], [0.569, -6.943, -1.148], [2.953, -6.726, 0.698], [2.732, -7.675, -0.841], [3.649, -4.452, 0.379], [3.546, -3.788, -1.293], [1.329, -3.367, -1.133], [1.634, -3.421, 0.608], [-0.432, -2.676, 0.423], [-2.763, -2.214, -0.321], [-2.955, -2.998, 1.237], [-1.708, 5.993, 1.326], [-1.358, 4.874, 0.495], [-1.546, 4.935, -0.857], [-2.117, 5.839, -1.461], [-0.953, 3.659, -1.443], [0.318, 3.993, -2.238], [-0.004, 4.772, -3.498], [0.569, 6.033, -3.711], [0.146, 6.813, -4.790], [-0.815, 6.311, -5.678], [-1.320, 5.015, -5.518], [-0.915, 4.244, -4.422], [-0.734, 2.849, -0.241], [-0.423, 1.545, -0.330], [-0.002, 0.785, 0.758], [0.450, -0.536, 0.732], [1.375, -0.958, 1.777], [1.099, -0.550, 3.107], [1.985, -0.852, 4.151], [1.892, -0.094, 5.352], [2.687, -0.336, 6.283], [1.015, 0.805, 5.400], [3.052, -1.751, 3.955], [3.386, -2.105, 2.650], [2.621, -1.637, 1.570], [-0.751, 3.650, 1.002], [0.667, 3.931, 1.524], [-1.619, 3.079, 2.136], [-2.107, 6.781, 0.687], [-2.470, 5.720, 2.062], [-0.834, 6.384, 1.858], [-1.709, 3.168, -2.075], [0.988, 4.583, -1.584], [0.819, 3.044, -2.491], [1.318, 6.407, -3.006], [0.555, 7.818, -4.925], [-1.172, 6.941, -6.495], [-2.045, 4.612, -6.229], [-1.329, 3.243, -4.266], [-0.410, 1.123, -1.342], [0.115, 1.338, 1.693], [0.278, -1.132, -0.165], [0.191, 0.018, 3.325], [3.574, -2.119, 4.833], [4.269, -2.725, 2.473], [2.991, -1.786, 0.550], [1.234, 4.514, 0.785], [0.590, 4.503, 2.459], [1.204, 2.997, 1.721], [-2.635, 2.892, 1.767], [-1.214, 2.152, 2.548], [-1.655, 3.818, 2.947]], "total_energy_ev": -47988.660, "e_homo_ev": -9.62, "gap_ha": 0.1620, "charge": 1, "de_lowest_ev": 0.918}